Arrangement A

The following is a DFT calculation (wB97M-V/def2-TZVPD) of a single C4H3Br molecule.

Last column: Löwdin charge in e.
Atoms and positions in Å:
C: -1.381 1.475 -0.606  0.131
C: -0.521 0.833 0.007  -0.245
C: 0.981 -1.215 -0.341  0.104
C: 0.260 -0.092 0.750  -0.695
Br: 0.715 -0.143 2.593  0.678
H: -1.837 2.229 -1.202  0.027
H: 1.355 -2.129 -0.011  0.003
H: 0.429 -0.959 -1.192  -0.003

**Net charge**: 0
**Frontier orbital gap (alpha / beta)**: 0.2985 / 0.3081 hartree
**HOMO energy (alpha / beta)**: -8.464 / -9.128 eV
**SMILES**: C#CC(=C)Br

=====

Arrangement B

The following is a DFT calculation (wB97M-V/def2-TZVPD) of 2 unconnected molecules or ions with the total composition C4H3Br.

Last column: Löwdin charge in e.
Atoms and positions in Å:
C: 0.584 -2.343 -1.131  -0.160
C: 0.620 -1.154 -1.067  -0.130
C: 0.127 1.371 1.257  -0.052
C: -0.444 1.104 0.111  -0.637
Br: -1.892 1.288 -0.931  0.839
H: 0.252 -3.260 -1.469  -0.043
H: -0.256 2.277 1.636  0.060
H: 1.009 0.717 1.594  0.123

**Net charge**: 0
**Frontier orbital gap (alpha / beta)**: 0.2638 / 0.2639 hartree
**HOMO energy (alpha / beta)**: -9.145 / -9.145 eV

=====

What are the relative energies? In kcal/mol: arrangement A 0.0; arrangement B 66.8.

=====

Arrangement A

The following is a DFT calculation (wB97M-V/def2-TZVPD) of a single C21H23N5 molecule.

Last column: Löwdin charge in e.
Atoms and positions in Å:
N: 3.669 -2.405 0.561  0.135
C: 3.204 -1.389 0.283  -0.231
N: 0.750 4.001 0.021  0.143
N: -0.300 -2.756 0.213  0.114
C: 1.965 4.437 0.184  -0.275
C: 2.584 5.789 0.064  0.020
C: 3.950 5.931 0.242  -0.084
C: 4.800 4.771 0.502  -0.068
C: 4.208 3.535 0.630  -0.032
C: 2.044 2.231 0.563  -0.165
C: 0.739 2.611 0.254  -0.142
C: 0.092 -3.945 0.633  -0.132
C: -1.100 -1.999 0.981  -0.182
C: -0.362 -4.501 1.857  -0.057
C: -1.214 -3.756 2.664  -0.040
C: -1.571 -2.449 2.264  -0.195
N: 2.824 3.381 0.505  0.038
N: -0.462 0.421 0.788  0.033
C: -2.502 -1.630 3.124  -0.059
C: 2.659 -0.091 -0.170  -0.155
C: 2.565 0.906 1.002  -0.141
C: -2.094 0.717 -1.612  -0.190
C: -1.801 -0.679 -1.042  -0.156
C: -0.892 1.648 -1.355  -0.133
C: -1.494 -0.609 0.477  -0.266
C: -0.536 1.757 0.168  -0.244
H: 1.930 6.601 -0.198  0.097
H: 4.408 6.916 0.164  0.096
H: 5.871 4.925 0.642  0.100
H: 4.793 2.659 0.886  0.114
H: 0.780 -4.507 0.042  0.094
H: -0.028 -5.510 2.101  0.100
H: -1.652 -4.246 3.559  0.121
H: -0.269 0.464 1.781  0.112
H: -3.541 -1.574 2.728  0.096
H: -2.099 -0.605 3.174  0.075
H: -2.554 -2.030 4.139  0.075
H: 1.708 -0.287 -0.701  0.107
H: 3.349 0.321 -0.947  0.134
H: 1.898 0.550 1.795  0.109
H: 3.525 1.047 1.521  0.112
H: -2.350 0.682 -2.666  0.105
H: -2.972 1.112 -1.077  0.112
H: -2.703 -1.296 -1.215  0.123
H: -0.972 -1.123 -1.607  0.106
H: -0.039 1.254 -1.869  0.103
H: -1.120 2.631 -1.742  0.108
H: -2.438 -0.296 0.939  0.126
H: -1.320 2.314 0.681  0.139

**Net charge**: 0
**Frontier orbital gap**: 0.3239 hartree
**HOMO energy**: -8.224 eV
**SMILES**: Cc1cccnc1[C@@H]1CCC[C@H](c2nc3ccccn3c2CCC#N)N1

=====

Arrangement B

The following is a DFT calculation (wB97M-V/def2-TZVPD) of a single C21H23N5 molecule.

Last column: Löwdin charge in e.
Atoms and positions in Å:
N: -7.085 0.376 -3.087  0.166
C: -6.024 0.178 -2.654  -0.139
C: -1.639 -1.400 0.290  0.022
C: -0.692 -1.774 0.993  0.058
N: -4.866 -1.456 -1.408  0.126
N: -3.894 0.757 -1.664  0.190
C: -4.852 -0.191 -1.907  -0.317
C: -3.773 -1.785 -0.705  -0.066
C: -2.824 0.417 -0.950  -0.222
C: 5.675 -1.718 -1.375  -0.067
C: 5.979 -2.955 -0.778  -0.107
C: 4.351 -1.283 -1.265  -0.031
C: 5.087 -3.683 -0.009  -0.015
C: -2.740 -0.891 -0.497  -0.169
C: 3.427 -2.029 -0.537  -0.210
C: 3.744 -3.196 0.028  -0.181
N: 1.503 -2.826 0.482  -0.150
N: -1.800 1.336 -0.533  0.080
C: 0.533 -2.524 1.517  -0.214
C: 2.009 -1.609 -0.239  -0.091
C: 2.577 -3.801 0.768  -0.095
C: -1.550 2.716 1.997  -0.030
C: -2.070 4.826 0.751  -0.102
C: 0.121 3.656 0.370  -0.054
C: -2.115 2.715 -0.474  -0.195
C: -1.393 3.526 0.629  -0.594
H: -3.715 -2.807 -0.258  0.142
H: 6.413 -1.248 -2.038  0.106
H: 6.950 -3.349 -0.620  0.084
H: 3.958 -0.465 -1.895  0.120
H: 5.562 -4.520 0.534  0.118
H: -1.341 1.047 0.233  0.039
H: 0.778 -2.084 2.521  0.126
H: 0.134 -3.457 1.783  0.094
H: 2.025 -0.747 0.461  0.132
H: 1.592 -1.336 -1.205  0.121
H: 2.741 -3.696 1.869  0.135
H: 2.338 -4.813 0.312  0.143
H: -1.550 3.397 2.807  0.059
H: -2.555 2.207 2.132  0.108
H: -0.798 1.941 1.998  0.064
H: -1.990 5.504 -0.158  0.103
H: -1.629 5.385 1.636  0.098
H: -3.213 4.786 0.999  0.121
H: 0.471 4.083 -0.640  0.115
H: 0.647 4.172 1.171  0.081
H: 0.542 2.671 0.391  0.052
H: -1.899 3.191 -1.486  0.151
H: -3.149 2.753 -0.289  0.094

**Net charge**: 0
**Frontier orbital gap**: 0.3040 hartree
**HOMO energy**: -8.789 eV
**SMILES**: CC(C)(C)CNc1nc(C#N)ncc1C#CCN1Cc2ccccc2C1

=====

What are the relative energies? In kcal/mol: arrangement A 0.0; arrangement B 88.9.

=====

Arrangement A

The following is a DFT calculation (wB97M-V/def2-TZVPD) of 2 unconnected molecules or ions with the total composition C5H13N.

Last column: Löwdin charge in e.
Atoms and positions in Å:
C: 1.904 -1.397 1.565  -0.122
C: 2.249 -0.613 2.779  -0.261
C: 3.155 0.309 2.781  -0.024
H: 2.829 -1.204 0.842  0.117
H: 1.798 -2.472 1.730  0.067
H: 1.043 -1.138 1.012  0.030
H: 1.737 -0.879 3.617  0.063
H: 3.206 1.122 3.547  0.074
H: 3.893 0.548 2.025  0.056
C: -2.159 1.768 -1.755  -0.018
N: -2.382 0.286 -1.558  0.159
C: -2.194 -0.489 -2.925  0.037
H: -2.495 2.081 -2.849  0.158
H: -2.671 2.446 -1.088  0.085
H: -1.029 1.799 -1.430  0.157
H: -3.271 0.214 -1.267  0.089
H: -2.244 0.104 -3.896  0.135
H: -2.732 -1.383 -2.857  0.072
H: -1.115 -0.710 -3.146  0.124

**Net charge**: +1
**Multiplicity**: 2
**Frontier orbital gap (alpha / beta)**: 0.3008 / 0.0969 hartree
**HOMO energy (alpha / beta)**: -11.675 / -11.672 eV

=====

Arrangement B

The following is a DFT calculation (wB97M-V/def2-TZVPD) of a gas-phase ion, C5H13N (charge +1).

Last column: Löwdin charge in e.
Atoms and positions in Å:
C: 0.823 -0.741 1.623  0.014
N: -0.141 -0.138 0.736  -0.054
C: -0.562 1.163 1.125  -0.008
C: 1.207 0.122 -1.313  -0.022
C: -0.052 -0.438 -0.692  -0.367
C: -1.378 -0.112 -1.409  -0.041
H: 1.177 -1.712 1.297  0.116
H: 0.444 -0.785 2.643  0.120
H: 1.693 -0.065 1.596  0.134
H: -1.416 1.469 0.517  0.106
H: -0.739 1.237 2.199  0.122
H: 0.047 2.061 0.913  0.146
H: 1.320 -0.388 -2.281  0.109
H: 1.356 1.183 -1.492  0.099
H: 2.104 -0.287 -0.830  0.089
H: -0.069 -1.521 -0.848  0.157
H: -1.613 -0.835 -2.194  0.096
H: -1.611 0.802 -1.972  0.098
H: -2.147 -0.127 -0.628  0.085

**Net charge**: +1
**Multiplicity**: 2
**Frontier orbital gap (alpha / beta)**: 0.4773 / 0.3357 hartree
**HOMO energy (alpha / beta)**: -15.760 / -16.424 eV

=====

What are the relative energies? In kcal/mol: arrangement A 81.7; arrangement B 0.0.

=====

Arrangement A

The following is a DFT calculation (wB97M-V/def2-TZVPD) of a gas-phase ion, C6H10NO (charge -1).

Last column: Löwdin charge in e.
Atoms and positions in Å:
C: 1.392 -0.985 -0.975  -0.143
C: 1.202 -0.118 0.048  -0.170
C: 0.238 -1.676 -1.649  -0.305
C: -0.023 0.384 0.536  -0.340
C: -1.150 0.794 -0.333  -0.108
C: -0.122 0.684 2.007  -0.100
N: -0.768 -2.111 -0.667  -0.195
O: -1.965 -1.763 -0.966  -0.310
H: 2.388 -1.184 -1.357  0.061
H: 2.096 0.178 0.607  0.085
H: -0.231 -1.031 -2.417  0.091
H: 0.612 -2.582 -2.164  0.077
H: -0.793 1.108 -1.315  0.071
H: -1.714 1.618 0.111  0.058
H: -1.875 -0.037 -0.520  0.045
H: -0.332 -0.223 2.588  0.070
H: -0.921 1.398 2.216  0.054
H: 0.818 1.096 2.392  0.058

**Net charge**: -1
**Frontier orbital gap (alpha / beta)**: 0.1916 / 0.2329 hartree
**HOMO energy (alpha / beta)**: -1.159 / -2.216 eV

=====

Arrangement B

The following is a DFT calculation (wB97M-V/def2-TZVPD) of a molecular structure, C6H10NO.

Last column: Löwdin charge in e.
Atoms and positions in Å:
C: -1.135 0.614 -0.064  -0.466
C: -2.382 1.096 -0.468  -0.024
C: -0.052 1.558 0.374  -0.156
C: 1.257 0.674 0.084  -0.143
C: 0.666 -0.727 0.244  -0.414
C: 1.331 -1.942 -0.452  -0.071
N: -0.671 -0.592 -0.277  -0.092
O: -1.594 -1.951 0.341  -0.382
H: -3.289 0.386 -0.503  0.045
H: -2.619 2.148 -0.409  -0.011
H: -0.189 2.588 -0.024  0.098
H: -0.046 1.784 1.528  0.124
H: 1.638 1.104 -0.830  0.083
H: 1.989 1.001 0.958  0.122
H: 0.561 -0.918 1.296  0.118
H: 0.510 -2.614 -0.598  0.036
H: 2.154 -2.451 0.181  0.081
H: 1.873 -1.758 -1.382  0.051

**Net charge**: -1
**Frontier orbital gap**: 0.2488 hartree
**HOMO energy**: -2.729 eV

=====

What are the relative energies? In kcal/mol: arrangement A 0.0; arrangement B 3.8.